An isolated molecule of C5H6O3 at a distorted geometry. Source: the OMol25 dataset; level of theory: the ωB97M-V functional and the def2-TZVPD basis.

Results
net charge = 0
E_LUMO = 0.71 eV
energy = -419.78150 hartree
HOMO-LUMO gap = 0.3766 hartree
max |F| = 3.9 eV/Å
multiplicity = 1
relative energy (zero: lowest compared OMol25 entry of this formula, charge and spin) = 152.0 kJ/mol

```
14
Properties=species:S:1:pos:R:3:forces:R:3:mulliken_charge:R:1
C -1.2521 -1.5936 1.5012 1.924 3.195 -1.232 -1.061
C -0.7245 -0.5416 0.8259 1.122 -2.506 1.644 0.731
C 0.5218 0.1632 1.2889 -0.763 0.693 -0.438 -0.490
O 1.6131 -0.0393 0.3990 0.162 -0.214 0.607 -0.351
C 1.2360 0.0868 -0.9200 1.010 -0.429 -2.091 -0.220
C -0.1355 0.6088 -1.0519 -0.917 -1.095 -0.311 0.423
O -0.4457 1.5373 -1.7040 -0.528 0.961 -0.773 -0.488
O -1.0901 -0.1693 -0.4249 -0.671 0.588 -0.143 -0.348
H -0.8123 -1.8456 2.4314 0.001 -0.326 0.653 0.257
H -2.0221 -2.0827 1.0405 -1.996 -1.496 -0.621 0.358
H 0.2137 1.2390 1.3658 0.803 -0.441 0.137 0.285
H 0.8928 -0.2499 2.1921 -0.116 0.019 1.099 0.388
H 1.4150 -0.8263 -1.5726 -0.733 0.338 1.170 0.240
H 1.8212 0.7945 -1.4816 0.703 0.714 0.299 0.276
```
Positions in Å, forces in eV/Å.